C37H34As2FIrN2O4S2 as an isolated structure, computed with ωB97M-V with the def2-TZVPD basis set.

Last column: Mulliken spin population.
Positions of all 83 atoms, in Å:
Ir1 -0.14033 0.32589 0.38041  -0.008
O1 1.87660 0.61583 0.18940  0.002
N1 2.26505 1.22253 -0.95896  0.000
C1 3.59429 1.46214 -1.04615  0.000
C2 4.13061 2.03624 -2.15960  0.000
C3 3.27590 2.38031 -3.21306  0.000
C4 1.93340 2.13598 -3.09762  0.001
C5 1.40032 1.54137 -1.94231  0.000
S1 -0.29716 1.24432 -1.77943  0.000
H1 4.15106 1.15782 -0.17292  0.000
H2 5.19414 2.21482 -2.20560  0.000
H3 3.66896 2.84066 -4.10897  0.000
H4 1.24196 2.39611 -3.88656  0.000
C6 0.48584 1.24341 3.75488  0.000
C7 -0.41784 2.36294 3.26273  0.000
As1 -0.37764 2.50470 1.31428  0.002
C8 1.07464 3.68708 0.86515  0.000
C9 0.96194 4.49084 -0.26532  0.000
C10 2.02033 5.30610 -0.64204  0.000
C11 3.18720 5.32445 0.10888  0.000
C12 3.29825 4.52811 1.24066  0.000
C13 2.24614 3.70597 1.61637  0.000
C14 -1.95216 3.49466 0.86210  0.000
C15 -2.05836 4.81929 1.28231  0.000
C16 -3.19841 5.54478 0.97784  0.000
C17 -4.22520 4.94909 0.25514  0.000
C18 -4.11609 3.63068 -0.15946  0.000
C19 -2.97795 2.89335 0.14254  0.001
As2 0.25201 -0.39732 2.70188  0.002
C20 1.87244 -1.33444 3.15162  -0.001
C21 2.71020 -1.81206 2.15218  0.004
C22 3.87740 -2.48480 2.48571  -0.001
C23 4.22053 -2.66586 3.81719  0.001
C24 3.39810 -2.16841 4.81952  0.000
C25 2.22758 -1.50241 4.48939  0.000
C26 -1.18989 -1.32018 3.58906  0.000
C27 -0.98641 -2.41854 4.42006  0.001
C28 -2.07183 -3.03384 5.02702  0.000
C29 -3.35638 -2.55385 4.80906  0.000
C30 -3.55946 -1.46484 3.97415  0.000
C31 -2.48052 -0.84937 3.35420  0.000
H5 0.29775 1.01594 4.80439  0.000
H6 1.54248 1.49442 3.65269  0.000
H7 -0.15862 3.32585 3.70466  0.000
H8 -1.46382 2.15708 3.50121  0.000
H9 0.04785 4.48751 -0.84728  0.000
H10 1.92734 5.93541 -1.51761  0.000
H11 4.00770 5.96732 -0.18210  0.000
H12 4.20237 4.55064 1.83518  0.000
H13 2.34706 3.08991 2.50093  0.000
H14 -1.25129 5.29079 1.83199  0.000
H15 -3.28533 6.57372 1.30030  0.000
H16 -5.11400 5.51799 0.01597  0.000
H17 -4.91882 3.16964 -0.71942  0.000
H18 -2.89426 1.85664 -0.15786  0.000
H19 2.45372 -1.65386 1.11418  -0.001
H20 4.52126 -2.86659 1.70322  -0.001
H21 5.12906 -3.19346 4.07498  -0.001
H22 3.66392 -2.30488 5.85929  0.000
H23 1.59258 -1.12583 5.28276  0.000
H24 0.00890 -2.80953 4.58601  0.000
H25 -1.91348 -3.89023 5.66919  0.000
H26 -4.20035 -3.03572 5.28454  0.000
H27 -4.56139 -1.09979 3.79060  0.000
H28 -2.64777 -0.03816 2.65601  0.000
N2 -0.21887 -1.61279 -0.64633  0.000
C32 0.30396 -2.82775 -0.09631  -0.004
C33 -0.30221 -3.36639 1.02912  -0.002
C34 0.25602 -4.47259 1.64494  -0.002
C35 1.41181 -5.02620 1.11695  -0.011
C36 1.99952 -4.51856 -0.03369  0.011
C37 1.43820 -3.41233 -0.64427  -0.002
S2 2.16563 -6.38843 1.92144  -0.110
O2 2.33068 -7.47054 0.95718  0.431
O3 1.37311 -6.74030 3.06870  0.207
O4 3.53316 -6.00296 2.29842  0.483
H29 -1.24284 -1.62949 -0.66399  0.000
H30 0.10126 -1.46731 -1.60063  0.000
H31 -1.19623 -2.90733 1.43362  0.000
H32 -0.18987 -4.89177 2.53662  0.000
H33 2.89379 -4.97247 -0.44004  -0.001
H34 1.89731 -2.98889 -1.52972  0.000
F1 -2.11297 -0.10633 0.40865  0.000

Multiplicity = 2
Total charge = +1
Orbital gap (spin up / spin down) = 8.472 / 4.969 eV
HOMO level (spin up / spin down) = -10.93 / -10.93 eV
ΔE to the lowest compared entry with this formula, charge and spin = 4.1 kJ/mol


A 2-piece molecular cluster, C4H9NO overall in a non-equilibrium geometry, computed with ωB97M-V with the def2-TZVPD basis set.

Last column: Mulliken charge in e.
Positions of all 15 atoms, in Å:
C1 2.08935 0.05024 -0.55859  -1.037
C2 0.73091 0.59712 -0.73540  -0.389
C3 -0.14548 -0.49040 0.94175  -0.699
C4 -1.33798 0.19800 0.48167  0.591
O1 -1.24609 1.33686 0.02299  -0.632
N1 -2.54309 -0.43015 0.40979  -0.440
H1 2.71055 0.33649 -1.41157  0.379
H2 2.00589 -1.02989 -0.47173  0.311
H3 2.53971 0.45539 0.35326  0.288
H4 0.72580 1.70736 -0.81917  0.317
H5 0.13414 0.20600 -1.55966  0.321
H6 -0.26072 -1.56081 1.26110  0.282
H7 0.43979 0.04572 1.68078  0.271
H8 -3.16467 -0.03626 -0.27992  0.241
H9 -2.67810 -1.38568 0.68469  0.194

Orbital gap = 9.069 eV
HOMO level = -8.53 eV
ΔE to the lowest compared entry with this formula, charge and spin = 366.6 kJ/mol


C37H55N4PPdS as an isolated structure, computed with ωB97M-V with the def2-TZVPD basis set.

Last column: Mulliken spin population.
Positions of all 99 atoms, in Å:
Pd1 1.83911 0.86040 0.42376  0.681
C1 0.63150 -2.18609 3.55153  0.004
C2 0.66086 -1.39165 2.27984  -0.016
N1 1.72628 -0.84991 1.81383  0.058
N2 2.90076 -1.07396 2.48356  0.006
C3 4.07046 -0.52651 2.05501  -0.020
N3 5.15568 -0.88212 2.74235  0.007
S1 4.17584 0.52834 0.75147  0.161
C4 -0.58544 -1.19705 1.51051  0.012
C5 -1.74559 -0.91685 2.11588  0.006
C6 -2.94784 -0.67840 1.33396  0.011
C7 -2.87938 -0.46825 0.02127  0.007
C8 -1.57252 -0.49817 -0.72628  0.053
N4 -0.53612 -1.24417 0.09129  0.010
H1 1.26172 -3.07708 3.46262  0.000
H2 -0.37510 -2.52452 3.77578  0.000
H3 0.99275 -1.59788 4.39911  0.000
H4 2.88414 -1.63784 3.32102  0.000
H5 5.14246 -1.55408 3.49214  -0.001
H6 6.04072 -0.47359 2.49001  -0.001
H7 -1.79007 -0.83640 3.19406  0.001
H8 -3.90075 -0.64467 1.84568  -0.001
H9 -3.77173 -0.27615 -0.56185  -0.014
H10 -0.41795 0.54154 -2.13417  0.032
C9 2.46243 3.41112 3.33515  0.004
C10 2.25291 4.21096 2.04704  -0.003
C11 1.76092 5.62804 2.34931  0.009
C12 1.30511 3.48469 1.12422  0.070
C13 -0.01466 3.24672 1.45714  0.004
C14 -0.86281 2.49403 0.64057  0.008
C15 -2.34647 2.57042 0.95118  0.006
C16 -2.84633 3.95283 0.49800  0.006
C17 -2.69961 2.36501 2.42384  0.013
C18 -0.35763 1.88406 -0.53527  0.192
C19 0.88774 2.37381 -1.05110  -0.117
C20 1.71817 3.08942 -0.16256  0.010
C21 1.27468 2.53598 -2.53044  -0.010
C22 1.50068 1.34475 -3.45466  -0.008
C23 0.28189 3.52229 -3.16024  0.008
C24 -1.13119 0.86865 -1.37528  -0.080
C25 -2.30443 1.45016 -2.12299  0.286
C26 -3.02054 0.84642 -3.10835  -0.067
C27 -2.87797 -0.46490 -3.62567  0.348
C28 -2.14997 -1.53574 -3.06831  -0.028
C29 -1.60254 -1.56026 -1.82665  0.237
P1 -0.54914 -2.64091 -0.89737  0.093
C30 -1.39835 -4.16905 -0.29035  0.016
C31 -1.89965 -4.91984 -1.54063  -0.002
C32 -0.47195 -5.05960 0.54269  0.002
C33 -2.63331 -3.80477 0.53754  0.007
C34 1.11952 -2.95932 -1.61554  -0.004
C35 1.09927 -4.11469 -2.62408  0.003
C36 2.15848 -3.22901 -0.51758  -0.002
C37 1.51680 -1.67535 -2.34170  0.023
H11 3.18359 3.91221 3.98095  0.000
H12 2.83650 2.40782 3.11544  -0.004
H13 1.52716 3.31507 3.89107  0.000
H14 3.21480 4.28340 1.53196  0.000
H15 0.81798 5.60778 2.89890  0.001
H16 1.60867 6.20049 1.43410  -0.002
H17 2.48976 6.15635 2.96333  0.001
H18 -0.41347 3.67108 2.36966  0.002
H19 -2.87590 1.82505 0.36352  0.004
H20 -2.38202 4.74135 1.09212  0.001
H21 -3.92680 4.02324 0.62900  0.000
H22 -2.61309 4.15354 -0.54858  -0.002
H23 -2.41009 3.22787 3.02460  0.001
H24 -2.21072 1.48990 2.84982  -0.004
H25 -3.77827 2.25026 2.53650  0.000
H26 2.66362 3.46955 -0.53243  0.000
H27 2.23926 3.04632 -2.48851  0.002
H28 0.58723 0.80371 -3.70727  0.001
H29 2.23545 0.65331 -3.04758  -0.004
H30 1.90029 1.72493 -4.39569  0.001
H31 -0.68778 3.05036 -3.32893  -0.010
H32 0.65568 3.85993 -4.12692  0.000
H33 0.13274 4.39933 -2.52883  -0.001
H34 -2.55958 2.47604 -1.89156  0.017
H35 -3.76608 1.45929 -3.60180  0.007
H36 -3.39323 -0.67315 -4.55455  -0.010
H37 -2.05283 -2.42408 -3.68406  0.001
H38 -1.10624 -5.29261 -2.18006  0.000
H39 -2.57892 -4.30263 -2.13039  -0.001
H40 -2.46939 -5.78225 -1.19047  0.000
H41 0.34380 -5.48061 -0.04163  0.000
H42 -1.06253 -5.89276 0.92690  0.000
H43 -0.05568 -4.52992 1.40314  0.000
H44 -3.31882 -3.16147 -0.01102  -0.007
H45 -2.37418 -3.32867 1.48010  0.000
H46 -3.15773 -4.73452 0.76364  -0.001
H47 0.97905 -5.08712 -2.15070  0.000
H48 2.06476 -4.11667 -3.13250  0.000
H49 0.33141 -3.99021 -3.38955  0.000
H50 1.92028 -4.08443 0.11059  -0.001
H51 2.30561 -2.34714 0.10119  0.000
H52 3.10682 -3.44145 -1.01518  0.000
H53 0.87207 -1.47322 -3.19633  0.002
H54 2.53777 -1.79311 -2.71049  -0.001
H55 1.50718 -0.81303 -1.67177  -0.010

Multiplicity = 3
Total charge = +2
Orbital gap (spin up / spin down) = 6.936 / 6.671 eV
HOMO level (spin up / spin down) = -12.64 / -13.23 eV
ΔE to the lowest compared entry with this formula, charge and spin = 0.0 kJ/mol


One molecule with the formula C5H15N2 in a non-equilibrium geometry, computed with ωB97M-V with the def2-TZVPD basis set.

Last column: Mulliken spin population.
Positions of all 22 atoms, in Å:
C1 -1.73445 -0.03790 0.14656  0.718
N1 -1.51332 -1.09149 1.22522  1.237
C2 -0.61153 -0.67582 2.33311  0.642
C3 -0.68153 -0.11299 -0.96486  0.084
N2 0.65418 -0.42131 -0.47254  0.023
C4 1.56095 0.73936 -0.48770  0.016
C5 2.15620 1.06817 -1.85697  0.050
H1 -1.76425 0.89071 0.70190  0.044
H2 -2.74262 -0.21103 -0.25376  -0.109
H3 -1.18590 -1.94832 0.76051  -0.245
H4 -0.82760 -1.30527 3.19422  -0.473
H5 -0.90922 0.33071 2.61999  0.019
H6 0.40423 -0.74768 1.98514  -0.005
H7 -0.71448 0.88376 -1.42590  0.000
H8 -1.03529 -0.79774 -1.71821  -0.141
H9 1.06306 -1.12280 -1.07873  -0.063
H10 -2.48715 -1.26822 1.64146  -0.732
H11 2.35436 0.50971 0.22776  -0.036
H12 1.03855 1.62157 -0.10596  -0.010
H13 1.40789 1.28543 -2.59757  0.000
H14 2.64205 2.05019 -1.73892  -0.014
H15 2.92587 0.36096 -2.13475  -0.004

Multiplicity = 2
Orbital gap (spin up / spin down) = 3.956 / 10.313 eV
HOMO level (spin up / spin down) = -3.05 / -9.53 eV
ΔE to the lowest compared entry with this formula, charge and spin = 197.5 kJ/mol


C23H16F3INPtS as an isolated structure, computed with ωB97M-V with the def2-TZVPD basis set.

Last column: Mulliken charge in e.
Positions of all 46 atoms, in Å:
Pt1 -0.31258 1.10167 0.70222  0.517
I1 -1.55023 2.52299 2.37664  0.049
C1 -1.82917 0.93761 3.71299  0.509
C2 -2.52727 1.13559 4.86665  -0.741
C3 -2.67953 0.05384 5.75960  -0.433
C4 -2.12018 -1.15325 5.45819  -0.917
C5 -1.38925 -1.35508 4.25997  0.828
C6 -0.79897 -2.60595 3.97285  -0.734
C7 -0.08858 -2.75910 2.81825  -1.222
C8 0.04782 -1.69707 1.90096  0.146
C9 -0.50866 -0.44792 2.09156  -0.198
C10 -1.23315 -0.28768 3.32710  0.381
H1 -2.95443 2.10226 5.10030  0.331
H2 -3.23321 0.19322 6.67968  0.362
H3 -2.22212 -1.98901 6.14172  0.328
H4 -0.91176 -3.41866 4.68150  0.312
H5 0.38276 -3.71008 2.59529  0.383
H6 0.63357 -1.88814 1.01105  0.338
F1 4.48624 -1.88487 -0.89311  -0.251
C11 3.87535 -1.33914 -1.95738  0.377
F2 4.52803 -0.20528 -2.26307  -0.239
F3 4.12850 -2.19042 -2.99295  -0.347
C12 2.39654 -1.14492 -1.77099  -0.211
C13 1.54195 -1.79803 -2.62317  0.199
C14 0.16416 -1.63010 -2.50246  -1.250
C15 -0.28017 -0.78882 -1.51516  0.130
N1 0.53873 -0.14866 -0.67080  -0.436
C16 1.90276 -0.27871 -0.74015  0.267
S1 2.87350 0.56150 0.34675  -0.411
H7 1.94406 -2.43940 -3.39487  0.462
H8 -0.53357 -2.11737 -3.16643  0.380
H9 -1.33351 -0.59201 -1.37015  0.480
C17 -0.11984 2.73848 -0.67954  -1.606
C18 -0.18010 2.33010 -2.10658  0.728
C19 -1.40222 2.17190 -2.76869  -0.509
C20 -1.46648 1.73355 -4.08378  -0.476
C21 -0.30472 1.42974 -4.78074  -0.532
C22 0.91972 1.58205 -4.14007  -0.556
C23 0.98064 2.03091 -2.83037  -0.405
H10 -0.89377 3.49206 -0.49700  0.682
H11 0.85106 3.19091 -0.45966  0.399
H12 -2.31820 2.38819 -2.22759  0.389
H13 -2.43189 1.62210 -4.56532  0.369
H14 -0.35147 1.07734 -5.80398  0.371
H15 1.83848 1.34215 -4.66351  0.419
H16 1.94116 2.13153 -2.33576  0.339

Total charge = -1
Orbital gap = 6.513 eV
HOMO level = -4.23 eV
ΔE to the lowest compared entry with this formula, charge and spin = 56.9 kJ/mol


A 2-piece molecular cluster, C5H10O overall, computed with ωB97M-V with the def2-TZVPD basis set.

Last column: Mulliken charge in e.
Positions of all 16 atoms, in Å:
C1 1.59600 -0.32323 -0.58050  -1.215
C2 0.09426 -0.57628 -0.60428  0.396
C3 -0.57306 -1.35833 0.47565  -0.405
C4 -0.41825 -0.40386 1.61781  -0.626
C5 -0.93512 0.06388 0.30010  -0.449
O1 -0.71113 2.65622 -1.05035  -0.683
H1 2.10789 -1.28978 -0.65749  0.357
H2 1.92803 0.15214 0.34719  0.292
H3 1.92976 0.30117 -1.41681  0.366
H4 -0.26174 1.88009 -0.68943  0.384
H5 -0.28336 -0.78925 -1.60746  0.294
H6 -1.20869 -2.22712 0.38715  0.299
H7 -1.14310 -0.49209 2.42494  0.246
H8 0.56905 -0.08364 1.95037  0.121
H9 -1.90844 0.48191 0.07660  0.307
H10 -1.49403 2.27742 -1.46620  0.316

SMILES = C[C@H]1[C@H]2C[C@@H]12.O
Orbital gap = 10.554 eV
HOMO level = -9.57 eV
ΔE to the lowest compared entry with this formula, charge and spin = 232.0 kJ/mol